Below is a structure of composition C3H5N3 in a non-equilibrium geometry, with properties calculated with ωB97M-V/def2-TZVPD.

Last column: Löwdin charge in e.
Atoms and positions in Å:
C1 -1.89 -0.05 0.13  -0.07
C2 0.07 -0.42 0.30  -0.20
C3 0.92 0.43 -0.32  -0.13
N1 2.21 -0.08 -0.10  -0.25
N2 2.38 -1.10 0.56  0.07
N3 -0.87 -1.04 0.76  0.09
H1 -1.92 -0.09 -0.96  0.09
H2 -1.75 1.00 0.45  0.09
H3 -2.78 -0.46 0.57  0.08
H4 0.67 1.32 -0.88  0.10
H5 2.97 0.48 -0.53  0.13

Properties
Energy above the lowest of the compared OMol25 structures with the same formula, charge and spin, kcal per mole: 145.16
HOMO energy (spin up / spin down), eV: -8.2 / -8.2
Kohn-Sham gap (spin up / spin down), eV: 8.383 / 8.382
Charge: 0